# 1
C43H36LiN4O2 as an isolated structure in a non-equilibrium geometry, computed with the ωB97M-V functional and the def2-TZVPD basis.

```
! RIJCOSX wB97M-V def2-TZVPD def2/J DEFGRID3
* xyz -1 1
Li 0.53702 -0.17360 -0.57680
O -0.57278 -1.63105 -0.30633
C -0.46266 -2.72521 0.54812
C 0.40873 -2.44684 1.84523
C -0.05156 -1.31797 2.73327
C -1.11309 -1.43707 3.65446
C -1.57023 -0.24335 4.23615
C -1.11867 0.99864 3.80795
C -0.06878 1.01545 2.81076
C 0.45117 2.26169 2.16698
C -0.20606 2.61766 0.68738
O -0.25992 1.49604 -0.07877
C 0.72695 3.65846 0.08319
C 1.19607 3.47325 -1.25274
C 1.97314 4.43939 -1.89453
C 2.16672 5.62306 -1.23999
C 1.77119 5.81727 0.04945
C 1.15983 4.79418 0.76682
C -1.63498 3.19090 0.96170
C -1.97740 4.56246 0.99377
C -3.31956 4.89981 1.17271
C -4.30058 3.96500 1.43453
C -3.99409 2.63250 1.49026
C -2.69556 2.24598 1.16738
N 0.48908 -0.12548 2.51861
C -1.88532 -3.06328 0.99857
C -2.27270 -4.29057 1.52887
C -3.58906 -4.52031 1.95328
C -4.50105 -3.45426 1.96038
C -4.11412 -2.23213 1.36328
C -2.82830 -2.04858 0.90198
C 0.28729 -3.86871 -0.17333
C 1.62443 -4.26593 -0.07214
C 2.17523 -5.04134 -1.11087
C 1.33657 -5.69299 -2.02776
C -0.05798 -5.52138 -1.92676
C -0.54954 -4.56540 -1.04550
H 1.44841 -2.30614 1.47248
H 0.45396 -3.41835 2.39854
H -1.50819 -2.38925 4.03435
H -2.31216 -0.33833 5.03511
H -1.51943 1.96500 4.17936
H 1.54669 2.17421 2.02630
H 0.32812 3.14783 2.83781
H 0.97404 2.52658 -1.80401
H 2.45967 4.25245 -2.87479
H 2.77565 6.41472 -1.75411
H 1.88088 6.81387 0.49819
H 0.94812 4.96032 1.82675
H -1.21142 5.36170 0.87088
H -3.50650 5.98292 1.08325
H -5.34538 4.28015 1.54852
H -4.77314 1.90327 1.80050
H -2.50287 1.20243 0.94665
H -1.56715 -5.06420 1.60325
H -3.83094 -5.47327 2.39495
H -5.47550 -3.52472 2.40941
H -4.79460 -1.37254 1.19063
H -2.56333 -1.07317 0.49363
H 2.29337 -3.86256 0.68358
H 3.22406 -5.18501 -1.14739
H 1.76803 -6.27609 -2.81135
H -0.76766 -6.02929 -2.59458
H -1.62699 -4.34969 -1.09133
N 2.78789 0.00959 -3.12586
C 1.51948 0.04010 -3.60757
C 1.31681 -0.07979 -4.99337
C 0.02278 -0.06859 -5.44422
C -1.03601 0.15735 -4.55056
C -0.72633 0.33846 -3.19789
N 0.50277 0.12804 -2.72475
C 3.34070 0.04006 -1.83421
C 4.72445 0.07727 -1.81755
C 5.41152 -0.05219 -0.63292
C 4.69877 -0.04859 0.56813
C 3.28818 0.03456 0.46380
N 2.62352 -0.05105 -0.69779
H 3.50544 -0.13611 -3.82841
H 2.21629 -0.12359 -5.64201
H -0.16425 -0.33459 -6.47091
H -2.08164 0.00665 -4.86093
H -1.42650 0.59814 -2.44327
H 5.22801 0.08777 -2.81771
H 6.47633 0.02069 -0.69517
H 5.11355 0.01393 1.57262
H 2.70308 -0.00727 1.39437
*
```

strongest force on any atom: 2.9 eV Å⁻¹
E_HOMO: -4.329 eV
gap between HOMO and LUMO: 6.6 eV

# 2
C43H37AsBrCl3IrN4O4S as an isolated structure, computed with the ωB97M-V functional and the def2-TZVPD basis.

```
! RIJCOSX wB97M-V def2-TZVPD def2/J DEFGRID3
* xyz 1 1
Ir 0.06304 -0.92806 0.35470
O -0.85633 1.94146 -2.82092
C -1.90902 2.56540 -2.24568
C -2.49019 3.63630 -2.91725
C -3.57282 4.29658 -2.36508
C -4.10039 3.89456 -1.14331
C -3.52187 2.82494 -0.48241
C -2.42261 2.15727 -1.01257
C -1.77659 1.07867 -0.18763
O -1.07422 0.12222 -0.92096
N -0.78708 1.74263 0.72943
N -0.08126 0.78009 1.40677
C 0.35611 0.95683 2.59651
C 1.08590 -0.06852 3.32092
Br 1.76257 -1.52495 2.26371
C 1.35051 -0.05720 4.62850
C 0.84358 0.93263 5.58983
C -0.48834 1.35005 5.57613
C -0.93914 2.27838 6.50165
C -0.06739 2.79537 7.44879
C 1.25328 2.36660 7.48392
C 1.70401 1.43108 6.56905
H -0.71281 1.10957 -2.32372
H -2.07910 3.92875 -3.87434
H -4.01648 5.12745 -2.89802
H -4.95377 4.40497 -0.71829
H -3.92928 2.48726 0.46462
H -2.54042 0.59839 0.43633
H -1.21810 2.41256 1.36096
H 0.16870 1.89470 3.11056
H 1.99270 -0.83568 5.02689
H -1.18235 0.90917 4.86990
H -1.97618 2.58634 6.49308
H -0.42061 3.51844 8.17153
H 1.93039 2.75708 8.23151
H 2.73185 1.09096 6.60263
N -1.74649 -4.14440 1.40708
C -2.34890 -2.99192 1.13882
S -1.74300 -1.55640 1.90115
N -3.38023 -2.97930 0.31113
C -4.22063 -1.85047 0.02384
C -5.03879 -1.33893 1.01954
C -5.89299 -0.28995 0.71910
C -5.93365 0.22637 -0.56971
C -5.10883 -0.29487 -1.55559
C -4.24308 -1.33955 -1.26405
H -0.88408 -4.11024 1.92348
H -1.97221 -4.99374 0.91049
H -3.53440 -3.80603 -0.25387
H -5.01284 -1.76681 2.01354
H -6.53968 0.11146 1.48798
H -6.60769 1.03951 -0.80477
H -5.12934 0.11719 -2.55554
H -3.57356 -1.73877 -2.01351
Cl -0.37247 -4.67159 -3.81675
C -0.56781 -4.57108 -2.07437
Cl 0.69680 -5.50559 -1.26868
Cl -2.15304 -5.32102 -1.66974
C -0.63882 -3.05375 -1.63889
O 0.08749 -2.76200 -0.61620
O -1.42542 -2.36618 -2.23605
C 1.71357 -1.55670 -5.63086
C 2.18137 -2.47887 -4.70720
C 2.22284 -2.15772 -3.35866
C 1.81545 -0.89739 -2.93486
C 1.36007 0.03405 -3.86332
C 1.29751 -0.30361 -5.20664
As 1.97769 -0.36657 -1.08277
C 3.52251 -1.34605 -0.44532
C 3.40851 -2.72713 -0.29390
C 4.46597 -3.46149 0.22176
C 5.63641 -2.81983 0.60468
C 5.74423 -1.44416 0.46932
C 4.69161 -0.70451 -0.05594
C 2.63654 1.43462 -1.29185
C 2.08300 2.52881 -0.64458
C 2.60343 3.79915 -0.86427
C 3.67304 3.97590 -1.72537
C 4.22394 2.88150 -2.38231
C 3.70538 1.61603 -2.17179
H 1.67895 -1.81265 -6.68162
H 2.51642 -3.45435 -5.03354
H 2.59850 -2.88674 -2.65378
H 1.07144 1.02985 -3.55733
H 0.93425 0.42323 -5.92096
H 2.48666 -3.22972 -0.55909
H 4.37249 -4.53494 0.32761
H 6.46169 -3.39124 1.00839
H 6.65189 -0.93877 0.77218
H 4.78992 0.36875 -0.14588
H 1.22109 2.41281 -0.00677
H 2.15901 4.65171 -0.36760
H 4.07365 4.96633 -1.89640
H 5.05152 3.01602 -3.06606
H 4.12687 0.76946 -2.70141
*
```

strongest force on any atom: 0.5 eV Å⁻¹
E_HOMO: -10.395 eV
energy relative to the best compared isomer or geometry (same formula, charge and spin): 0.0 kJ/mol
gap between HOMO and LUMO: 7.3 eV

# 3
C43H37Br2Cl5N4O3Sb2Y as an isolated structure in a non-equilibrium geometry, computed with the ωB97M-V functional and the def2-TZVPD basis.

```
! RIJCOSX wB97M-V def2-TZVPD def2/J DEFGRID3
* xyz 1 1
Y 1.23002 -0.24415 -0.53334
C 1.07309 3.01804 -3.33044
Sb 0.04198 2.38766 -1.58872
C -1.90126 2.91224 -2.21439
C 0.46144 4.08795 -0.37924
C 0.18393 3.80342 1.07790
C -1.13833 3.70701 1.51340
C -1.45597 3.42316 2.83202
C -0.43471 3.24608 3.75732
C 0.88389 3.34682 3.34180
C 1.21576 3.61159 2.01090
C 2.67046 3.62439 1.61649
Sb 3.17382 1.64494 1.03064
C 3.53889 0.95010 2.99639
C 5.20229 1.87862 0.50701
H 0.71719 4.01310 -3.59820
H 0.88221 2.33930 -4.16160
H 2.14569 3.04963 -3.13720
H -1.85890 3.90602 -2.65981
H -2.58963 2.88952 -1.37383
H -2.23960 2.19073 -2.95753
H -0.17555 4.88853 -0.76050
H 1.49064 4.37290 -0.58258
H -1.94010 3.86057 0.79872
H -2.49240 3.36049 3.13805
H -0.66106 3.05139 4.79801
H 1.68293 3.23414 4.06684
H 3.31007 3.84867 2.47111
H 2.91279 4.32835 0.82393
H 4.33114 1.55304 3.44174
H 3.85355 -0.09377 2.97204
H 2.63176 1.02944 3.59344
H 5.66328 2.54124 1.23929
H 5.30645 2.28901 -0.49305
H 5.69481 0.90693 0.54359
Cl 3.08123 -0.52238 -7.78826
C 2.96675 -0.26030 -6.09512
C 1.94038 -0.85089 -5.36584
Cl 0.76209 -1.84223 -6.12835
C 1.87576 -0.62432 -4.00001
Cl 0.60271 -1.33452 -3.03617
C 2.78626 0.16883 -3.30721
O 2.65602 0.35349 -2.01092
C 3.80628 0.75631 -4.06248
Cl 4.92954 1.77390 -3.23898
C 3.89836 0.54542 -5.43440
Cl 5.16435 1.28736 -6.32323
Br -1.19661 -3.80699 4.67427
C -0.25483 -2.58987 3.61548
C -0.70628 -1.28253 3.49644
C -0.00379 -0.43877 2.66110
N 1.08582 -0.82302 1.97971
C 1.52076 -2.07441 2.14189
C 0.88045 -3.00315 2.94452
C 2.75741 -2.43457 1.37974
C 3.65443 -3.35755 1.88035
C 4.79123 -3.63905 1.13752
Br 6.02507 -4.88336 1.77460
C 5.01081 -2.99099 -0.06235
C 4.07272 -2.06134 -0.47506
N 2.96904 -1.78380 0.22444
H -1.59435 -0.94217 4.01005
H -0.33426 0.58450 2.50609
H 1.22736 -4.02374 3.01199
H 3.48674 -3.83783 2.83378
H 5.88752 -3.18655 -0.66233
H 4.20025 -1.50159 -1.39325
O 0.23429 -2.71575 -0.33671
C -0.84969 -2.11817 -0.24124
N -2.09216 -2.63322 -0.18325
C -3.11361 -1.60003 -0.11393
C -2.19210 -0.33841 -0.11418
O -2.58521 0.79922 -0.01839
N -0.87915 -0.73985 -0.18909
C -4.02760 -1.60772 -1.34384
C -4.12298 -2.72833 -2.15989
C -4.98802 -2.73943 -3.24829
C -5.76134 -1.62424 -3.52986
C -5.66954 -0.49992 -2.71947
C -4.81116 -0.49082 -1.63083
C -3.90155 -1.67716 1.20398
C -4.56508 -0.56166 1.71454
C -5.27913 -0.65106 2.90160
C -5.35012 -1.85388 3.59339
C -4.70103 -2.96847 3.08525
C -3.97925 -2.87848 1.90060
H -2.25467 -3.62213 -0.24660
H -3.52388 -3.61012 -1.97020
H -5.05644 -3.61971 -3.87480
H -6.43613 -1.62815 -4.37612
H -6.27012 0.37568 -2.93225
H -4.74668 0.39139 -1.00967
H -4.51112 0.38431 1.19507
H -5.78567 0.22483 3.28820
H -5.91114 -1.92030 4.51736
H -4.75347 -3.91347 3.61162
H -3.47606 -3.76593 1.53881
*
```

strongest force on any atom: 2.0 eV Å⁻¹
E_HOMO: -10.695 eV
energy relative to the best compared isomer or geometry (same formula, charge and spin): 12.2 kJ/mol
gap between HOMO and LUMO: 7.5 eV